{
  "formula": "C3H6O3",
  "method": "ωB97M-V/def2-TZVPD",
  "largest_force_ev_per_a": 0.70,
  "relative_energy_ev": 4.9273,
  "e_lumo_ev": 0.616,
  "elements": ["C", "H", "H", "H", "O", "H", "H", "O", "H", "C", "C", "O"],
  "coordinates": [[-0.728697, -0.993764, 0.746122], [1.402488, 0.876109, 0.401399], [0.696714, 1.971113, -0.482595], [-0.820112, -0.890015, -1.386571], [1.153546, -0.757394, -0.688961], [-1.796598, -0.813668, 0.974029], [1.318420, -1.444731, -0.017689], [0.001484, -1.572291, 1.522921], [-1.351774, 1.360052, -0.201850], [-0.414740, 1.049916, -0.683424], [-0.219985, -0.442862, -0.573739], [0.754777, 1.608864, 0.509663]],
  "forces_ev_per_angstrom": [[0.306, -0.273, 0.353], [-0.088, 0.208, 0.095], [0.136, 0.038, 0.186], [0.050, 0.051, 0.119], [-0.017, -0.188, 0.018], [0.108, -0.001, -0.006], [0.043, 0.099, -0.123], [-0.450, 0.315, -0.433], [0.127, -0.066, -0.076], [-0.220, -0.186, 0.072], [-0.057, 0.081, 0.015], [0.062, -0.077, -0.221]],
  "mulliken_charge": [0.14, 0.40, 0.49, 0.32, -0.64, 0.37, 0.36, -0.51, 0.13, -0.65, 0.06, -0.47]
}